Record 1
C4H11N3O | ωB97M-V with the def2-TZVPD basis set

Results
Energy above the lowest of the compared OMol25 structures with the same formula, charge and spin (kcal per mole): 11.5
Structure (SMILES): C[C@H](N)CNC(N)=O
Frontier orbital gap (eV): 9.7
Lowest unoccupied orbital energy (eV): 0.64
HOMO (eV): -9.110

Last columns: bonded neighbours and bond lengths (Å).
Cartesian coordinates (Å):
1 C 0.924 0.034 -0.287  N2 1.474, C6 1.582, H9 1.089, H10 1.100
2 N 0.126 1.274 -0.301  C1 1.474, C3 1.374, H11 1.008
3 C -0.997 1.213 -1.090  N2 1.374, N4 1.397, O5 1.211
4 N -1.629 2.423 -1.387  C3 1.397, H12 0.999, H13 1.004
5 O -1.531 0.177 -1.417  C3 1.211
6 C 0.728 -0.861 1.002  C1 1.582, C7 1.517, N8 1.461, H14 1.095
7 C 1.079 -2.259 0.529  C6 1.517, H15 1.097, H16 1.088, H17 1.089
8 N -0.659 -0.781 1.455  C6 1.461, H18 1.021, H19 1.024
9 H 0.722 -0.532 -1.196  C1 1.089
10 H 1.967 0.337 -0.463  C1 1.100
11 H 0.592 2.134 -0.057  N2 1.008
12 H -1.169 3.256 -1.083  N4 0.999
13 H -2.627 2.447 -1.278  N4 1.004
14 H 1.254 -0.422 1.856  C6 1.095
15 H 1.031 -3.015 1.322  C7 1.097
16 H 0.297 -2.488 -0.192  C7 1.088
17 H 2.064 -2.370 0.077  C7 1.089
18 H -0.820 0.164 1.805  N8 1.021
19 H -1.353 -0.732 0.704  N8 1.024

Record 2
C4H11N3O | ωB97M-V with the def2-TZVPD basis set

Results
Energy above the lowest of the compared OMol25 structures with the same formula, charge and spin (kcal per mole): 29.2
Structure (SMILES): C/N=C\N.CNC=O
Frontier orbital gap (eV): 9.9
Lowest unoccupied orbital energy (eV): 0.71
HOMO (eV): -9.204

Last columns: bonded neighbours and bond lengths (Å).
Cartesian coordinates (Å):
1 C -0.851 2.076 -0.618  N2 1.355, O4 1.211, H5 1.098
2 N 0.015 1.314 -1.328  C1 1.355, C3 1.451, H6 1.006
3 C 1.444 1.561 -1.282  N2 1.451, H7 1.090, H8 1.086, H9 1.086
4 O -0.513 2.840 0.259  C1 1.211
5 H -1.901 1.932 -0.905  C1 1.098
6 H -0.370 0.815 -2.113  N2 1.006
7 H 1.718 2.468 -1.821  C3 1.090
8 H 1.971 0.708 -1.701  C3 1.086
9 H 1.722 1.688 -0.240  C3 1.086
10 C -1.119 -2.122 0.010  N13 1.456, H14 1.087, H15 1.095, H16 1.096
11 N 0.727 -1.488 1.954  C12 1.386, H17 1.011, H18 1.007
12 C -0.370 -0.691 1.669  N11 1.386, N13 1.266, H19 1.086
13 N -1.262 -0.905 0.796  C10 1.456, C12 1.266
14 H -2.078 -2.362 -0.443  C10 1.087
15 H -0.799 -2.984 0.605  C10 1.095
16 H -0.390 -1.970 -0.794  C10 1.096
17 H 1.081 -2.047 1.190  N11 1.011
18 H 1.457 -1.019 2.464  N11 1.007
19 H -0.482 0.187 2.298  C12 1.086

Record 3
C4H11N3O | ωB97M-V with the def2-TZVPD basis set

Results
Energy above the lowest of the compared OMol25 structures with the same formula, charge and spin (kcal per mole): 63.3
Structure (SMILES): [H]/N=C/N(C)N.CC=O
Frontier orbital gap (eV): 9.2
Lowest unoccupied orbital energy (eV): 0.90
HOMO (eV): -8.273

Last columns: bonded neighbours and bond lengths (Å).
Cartesian coordinates (Å):
1 C -1.320 2.073 -0.222  C3 1.493, O7 1.201, H11 1.108
2 C 1.992 -0.633 -0.254  N4 1.439, H14 1.088, H15 1.091, H16 1.085
3 C -1.508 1.070 -1.311  C1 1.493, H17 1.084, H18 1.087, H19 1.088
4 N 0.828 -0.621 0.592  C2 1.439, N5 1.410, C6 1.345
5 N 0.587 0.605 1.246  N4 1.410, H9 1.016, H10 1.032
6 C -0.021 -1.662 0.655  N4 1.345, N8 1.271, H13 1.103
7 O -1.987 2.149 0.774  C1 1.201
8 N 0.166 -2.711 -0.038  C6 1.271, H12 1.013
9 H -0.341 0.595 1.657  N5 1.016
10 H 1.262 0.717 2.020  N5 1.032
11 H -0.483 2.777 -0.400  C1 1.108
12 H -0.545 -3.421 0.090  N8 1.013
13 H -0.861 -1.479 1.346  C6 1.103
14 H 1.979 0.223 -0.926  C2 1.088
15 H 2.903 -0.596 0.344  C2 1.091
16 H 1.962 -1.559 -0.820  C2 1.085
17 H -0.647 0.412 -1.333  C3 1.084
18 H -2.409 0.483 -1.149  C3 1.087
19 H -1.558 1.577 -2.272  C3 1.088

Record 4
C4H11N3O | ωB97M-V with the def2-TZVPD basis set

Results
Energy above the lowest of the compared OMol25 structures with the same formula, charge and spin (kcal per mole): 51.4
Structure (SMILES): [H]/N=C(/C)O.[H]/N=C(\C)N
Frontier orbital gap (eV): 9.8
Lowest unoccupied orbital energy (eV): 0.76
HOMO (eV): -9.061

Last columns: bonded neighbours and bond lengths (Å).
Cartesian coordinates (Å):
1 C -2.059 0.133 -0.368  C2 1.503, H7 1.091, H8 1.090, H9 1.084
2 C -1.043 -0.276 0.661  C1 1.503, O3 1.378, N4 1.294
3 O -0.891 0.603 1.712  C2 1.378, H5 0.966
4 N -0.747 -1.524 0.827  C2 1.294, H6 1.017
5 H -1.132 1.496 1.434  O3 0.966
6 H -0.449 -1.729 1.778  N4 1.017
7 H -3.030 0.276 0.106  C1 1.091
8 H -1.749 1.072 -0.825  C1 1.090
9 H -2.130 -0.627 -1.138  C1 1.084
10 C 1.866 -0.552 0.330  C11 1.521, H17 1.090, H18 1.087, H19 1.162
11 C 0.966 0.373 -0.473  C10 1.521, N12 1.378, N13 1.292
12 N 0.623 -0.057 -1.736  C11 1.378, H14 1.005, H15 1.007
13 N 1.054 1.644 -0.259  C11 1.292, H16 1.017
14 H 0.807 -1.014 -1.980  N12 1.005
15 H 0.600 0.646 -2.456  N12 1.007
16 H 1.316 1.857 0.700  N13 1.017
17 H 2.854 -0.647 -0.120  C10 1.090
18 H 1.982 -0.204 1.354  C10 1.087
19 H 1.161 -1.468 0.452  C10 1.162

Record 5
C4H11N3O | ωB97M-V with the def2-TZVPD basis set

Results
Energy above the lowest of the compared OMol25 structures with the same formula, charge and spin (kcal per mole): 55.3
Structure (SMILES): C/N=C(/C)N.C#N.O
Frontier orbital gap (eV): 10.1
Lowest unoccupied orbital energy (eV): 0.87
HOMO (eV): -9.265

Last columns: bonded neighbours and bond lengths (Å).
Cartesian coordinates (Å):
1 C -1.525 -1.748 0.496  N5 1.444, H8 1.089, H9 1.096, H10 1.097
2 C 1.758 0.063 0.424  C3 1.499, H11 1.089, H12 1.090, H13 1.085
3 C 0.697 -0.955 0.710  C2 1.499, N4 1.367, N5 1.272
4 N 1.108 -2.029 1.451  C3 1.367, H6 1.005, H7 1.004
5 N -0.476 -0.788 0.247  C1 1.444, C3 1.272
6 H 0.430 -2.675 1.815  N4 1.005
7 H 2.001 -1.994 1.908  N4 1.004
8 H -2.444 -1.366 0.054  C1 1.089
9 H -1.304 -2.720 0.042  C1 1.096
10 H -1.706 -1.902 1.567  C1 1.097
11 H 2.593 -0.405 -0.098  C2 1.089
12 H 2.105 0.514 1.353  C2 1.090
13 H 1.377 0.860 -0.206  C2 1.085
14 C -0.427 3.780 -2.072  N16 1.163, H18 1.065
15 O -0.882 1.442 -1.304  H17 0.986, H19 1.012
16 N 0.588 3.384 -1.663  C14 1.163
17 H -0.805 0.629 -0.751  O15 0.986
18 H -1.349 4.304 -2.161  C14 1.065
19 H -1.739 1.608 -1.815  O15 1.012

Record 6
C4H11N3O2 | ωB97M-V with the def2-TZVPD basis set

Results
Energy above the lowest of the compared OMol25 structures with the same formula, charge and spin (kcal per mole): 73.5
Structure (SMILES): [H]/N=C(/N)NC.CC(=O)O
Frontier orbital gap (eV): 9.5
Lowest unoccupied orbital energy (eV): 0.67
HOMO (eV): -8.857

Last columns: bonded neighbours and bond lengths (Å).
Cartesian coordinates (Å):
1 C 0.929 -2.542 -2.877  C2 1.453, H5 1.136, H6 1.072, H7 1.095
2 C 0.409 -1.420 -2.114  C1 1.453, O3 1.217, O4 1.396
3 O -0.752 -1.201 -1.823  C2 1.217
4 O 1.298 -0.670 -1.344  C2 1.396, H17 1.085
5 H 1.968 -2.214 -3.196  C1 1.136
6 H 0.329 -2.424 -3.757  C1 1.072
7 H 1.001 -3.577 -2.526  C1 1.095
8 C 0.047 0.174 2.854  N11 1.434, H18 1.193, H19 1.224, H20 1.114
9 C -0.758 1.765 1.093  N10 1.510, N11 1.472, N12 1.240
10 N -0.432 1.905 -0.374  C9 1.510, H13 1.040, H14 1.056
11 N -0.821 0.447 1.746  C8 1.434, C9 1.472, H15 1.088
12 N -1.165 2.815 1.613  C9 1.240, H16 1.057
13 H -0.841 2.788 -0.742  N10 1.040
14 H -0.673 1.043 -0.936  N10 1.056
15 H -1.022 -0.367 1.053  N11 1.088
16 H -1.448 2.881 2.629  N12 1.057
17 H 0.860 0.190 -0.849  O4 1.085
18 H 0.183 0.895 3.795  C8 1.193
19 H 1.154 0.246 2.336  C8 1.224
20 H -0.266 -0.733 3.420  C8 1.114

- Which of these has the lowest lowest unoccupied orbital energy?
  number 1